{"formula": "C4H5N3", "method": "ωB97M-V/def2-TZVPD", "species": ["N", "N", "C", "C", "C", "N", "C", "H", "H", "H", "H", "H"], "coordinates": [[2.32, 0.00, 0.08], [1.28, -0.65, 0.08], [-0.01, -0.35, -0.16], [-0.55, 0.94, -0.20], [-1.92, 0.77, 0.01], [-2.32, -0.74, 0.16], [-1.04, -1.25, -0.19], [3.30, -0.51, 0.17], [2.51, 0.97, -0.20], [0.17, 1.79, -0.06], [-2.79, 1.40, 0.46], [-0.94, -2.36, -0.16]], "relative_energy_ev": 5.010, "smiles": "N/N=C1\\C=CN=C1"}

{"formula": "C10H25F4N3NbO2", "method": "ωB97M-V/def2-TZVPD", "species": ["C", "N", "C", "Nb", "C", "F", "F", "C", "F", "F", "H", "H", "H", "H", "H", "H", "H", "H", "H", "H", "H", "C", "O", "N", "C", "C", "H", "H", "H", "H", "H", "H", "H", "C", "O", "N", "C", "C", "H", "H", "H", "H", "H", "H", "H"], "coordinates": [[-1.83, 1.28, -0.07], [-2.59, 1.47, -1.29], [-3.60, 2.56, -1.29], [-5.19, 2.47, 0.33], [-6.90, 1.76, -1.10], [-8.09, 2.39, -0.81], [-6.69, 2.01, -2.44], [-7.19, 0.24, -1.02], [-8.16, -0.02, -0.10], [-7.62, -0.26, -2.22], [-1.70, 2.23, 0.44], [-2.29, 0.58, 0.62], [-0.84, 0.91, -0.31], [-3.02, 0.61, -1.58], [-4.11, 2.55, -2.25], [-3.07, 3.50, -1.24], [-5.72, 4.15, -0.21], [-6.49, 2.65, 1.63], [-4.84, 0.77, 0.97], [-4.06, 3.38, 1.47], [-6.32, -0.33, -0.72], [2.24, 1.08, 0.87], [1.51, 1.93, 1.32], [2.60, 1.00, -0.42], [3.49, -0.03, -0.92], [2.05, 1.97, -1.35], [2.67, 0.27, 1.49], [4.38, 0.43, -1.36], [3.00, -0.64, -1.67], [3.80, -0.67, -0.10], [2.33, 2.98, -1.05], [0.96, 1.92, -1.36], [2.42, 1.77, -2.35], [4.70, -4.42, 0.56], [3.63, -3.88, 0.37], [5.64, -3.97, 1.41], [6.90, -4.67, 1.59], [5.38, -2.75, 2.15], [4.99, -5.36, 0.05], [7.02, -4.98, 2.64], [7.74, -4.03, 1.32], [6.92, -5.55, 0.97], [4.49, -2.87, 2.77], [5.21, -1.93, 1.46], [6.24, -2.52, 2.78]], "total_charge": -1}

| no. | HOMO energy (eV) | frontier orbital gap (eV) | F_max (eV/Å) |
| --- | --- | --- | --- |
| 1 | -8.47 | 8.0 | 7.62 |
| 2 | -3.90 | 5.6 | 2.30 |